Run one
Here is a single C5H8S molecule from OMol25. Energies are from the ωB97M-V functional and the def2-TZVPD basis.

Output
- E_LUMO: 0.279 eV
- Orbital gap: 8.062 eV
- Structure (SMILES): C=CC(=C)SC

XYZ file:
```
14
Properties=species:S:1:pos:R:3:mulliken_charge:R:1
H 1.02920 -1.75574 0.24237 0.302
H -3.46165 0.77205 -1.02143 0.297
H -1.82985 1.23511 -1.40906 0.198
H 2.10776 2.03683 -0.94790 0.308
C 0.02266 -1.53953 0.35862 -0.753
C -1.92773 0.15777 0.34861 -0.253
C -2.45892 0.71903 -0.70453 -0.611
H 1.34032 0.65981 -1.64302 0.333
S 0.67487 1.30222 0.45573 -0.040
C 1.94818 0.96350 -0.81302 -0.849
H 2.92578 0.42512 -0.69002 0.301
H -2.54952 -0.09257 1.23868 0.303
H -0.69405 -2.39560 0.20239 0.255
C -0.44210 0.01924 0.54012 0.207
```

---

Run two
Here is a single C5H8S molecule from OMol25. Energies are from the ωB97M-V functional and the def2-TZVPD basis.

Output
- E_LUMO: 0.869 eV
- Orbital gap: 9.481 eV
- Structure (SMILES): C1C[C@@H]2S[C@@H]2C1

XYZ file:
```
14
Properties=species:S:1:pos:R:3:mulliken_charge:R:1
C -0.82236 0.63307 0.56000 -0.233
H -1.29685 1.23913 1.40397 0.404
H -0.04569 -1.94194 -0.61277 0.544
H 0.96710 -0.29653 -1.71993 0.208
H -0.00686 2.01255 -0.97879 0.220
C -0.91817 -0.64835 0.55010 -0.118
S -2.22694 0.01846 -0.58586 -0.235
C 1.05993 -0.00126 -0.65915 -0.270
H -1.43773 -1.00535 1.54933 0.379
H 2.18995 -0.05091 -0.34543 0.239
C 0.37743 1.28749 -0.14962 -0.569
H 0.82747 1.99919 0.66218 0.305
C 0.30158 -1.19420 -0.12807 -1.136
H 1.03116 -2.05133 0.45406 0.264
```

---

Run three
Here is a single C5H8S molecule from OMol25. Energies are from the ωB97M-V functional and the def2-TZVPD basis.

Output
- E_LUMO: 0.998 eV
- Orbital gap: 9.962 eV
- Structure (SMILES): C=CC(S)C=C

XYZ file:
```
14
Properties=species:S:1:pos:R:3:mulliken_charge:R:1
C -0.30669 1.83153 -0.36593 -0.672
H 2.27545 -0.27297 -1.29933 0.128
H -0.52530 2.89863 -0.31752 0.269
C 0.69905 -0.25982 0.48304 0.095
C -0.32355 -1.15618 -0.25420 -0.298
H -2.29220 -1.96455 -0.36183 0.294
H -1.91653 -1.17295 1.20310 0.220
H 0.70129 -0.58494 1.52095 0.297
S 2.36040 -0.64528 -0.02483 -0.219
C 0.51607 1.22643 0.46274 -0.307
H 0.06252 -1.54774 -1.21194 0.227
C -1.56861 -1.38567 0.15335 -0.651
H 1.05514 1.75248 1.21736 0.356
H -0.73703 1.28103 -1.20496 0.260
```

---

Q: Which of them is the least stable? A: run one.

---

Run one
Here is a single C5H8S molecule from OMol25. Energies are from the ωB97M-V functional and the def2-TZVPD basis.

Output
- E_LUMO: 1.000 eV
- Orbital gap: 9.553 eV
- Structure (SMILES): C=C(C)[C@H]1CS1

XYZ file:
```
14
Properties=species:S:1:pos:R:3:mulliken_charge:R:1
C 1.32014 -0.25935 -0.05104 -1.162
C 0.14399 0.65915 -0.08046 0.618
H -1.30869 -1.50426 1.18412 0.265
H -2.46792 -1.96947 -0.27945 0.312
H -1.14437 -0.37978 -1.86185 0.369
H 0.78689 2.43949 0.82037 0.232
S -2.73198 0.42806 -0.04577 -0.182
C -1.86265 -1.17249 0.20555 -0.675
C -1.20235 -0.19538 -0.70971 -0.167
H 2.11959 0.27369 0.45573 0.359
H 1.75065 -0.43744 -1.05670 0.278
H -0.90760 2.55497 0.13037 0.222
H 1.21465 -1.23707 0.37408 0.311
C -0.03051 1.89023 0.29786 -0.779
```

---

Run two
Here is a single C5H8S molecule from OMol25. Energies are from the ωB97M-V functional and the def2-TZVPD basis.

Output
- E_LUMO: 0.896 eV
- Orbital gap: 10.008 eV
- Structure (SMILES): CCC#CCS

XYZ file:
```
14
Properties=species:S:1:pos:R:3:mulliken_charge:R:1
H -1.51876 -2.16421 -0.09361 0.378
C 1.35644 1.00428 1.86192 -0.566
C 0.39387 0.30217 1.09516 0.045
H -0.81676 0.06238 -2.50434 0.137
H 2.33350 0.62934 1.47834 0.283
H 1.25052 0.57157 2.89918 0.259
H 1.82337 2.85722 1.04632 0.249
C -1.21601 -1.18690 -0.48132 -0.910
S -0.70841 -1.27470 -2.25389 -0.202
C 1.23780 2.51288 1.92095 -1.040
H 0.20666 2.79438 1.84458 0.354
H -2.18248 -0.72485 -0.31216 0.319
C -0.34991 -0.40456 0.42178 0.385
H 1.70541 3.00220 2.79297 0.309
```

---

Run three
Here is a single C5H8S molecule from OMol25. Energies are from the ωB97M-V functional and the def2-TZVPD basis.

Output
- E_LUMO: 0.609 eV
- Orbital gap: 8.805 eV
- Structure (SMILES): C=C/C=C/SC

XYZ file:
```
14
Properties=species:S:1:pos:R:3:mulliken_charge:R:1
H -2.90363 -1.26597 0.84984 0.213
H 3.91698 -0.22840 0.66516 0.275
C 0.44053 0.09478 -0.61037 -0.352
C -2.07537 0.17988 -0.33405 -0.055
H 3.25720 1.10008 -0.37043 0.262
H -0.58403 -1.25229 0.52427 0.223
C 3.00242 0.34112 0.39352 -0.798
H -2.05554 1.04345 -0.98779 0.289
S 1.80656 -0.91461 -0.40329 -0.105
H 0.55359 1.01399 -1.19256 0.331
C -0.73516 -0.33503 -0.11808 -0.090
C -3.15391 -0.44236 0.20862 -0.823
H -4.14362 -0.18226 0.06816 0.329
H 2.67398 0.84761 1.30700 0.302
```

---

Run four
Here is a single C5H8S molecule from OMol25. Energies are from the ωB97M-V functional and the def2-TZVPD basis.

Output
- E_LUMO: 0.022 eV
- Orbital gap: 8.641 eV
- Structure (SMILES): C[C@@H]1C[C@H]1C=S

XYZ file:
```
14
Properties=species:S:1:pos:R:3:mulliken_charge:R:1
H 1.91710 0.67350 1.34743 0.235
H -2.60153 -0.58443 0.21109 0.338
C 2.03603 0.19489 0.33706 -0.433
H -0.33111 -0.30741 1.44656 0.344
H -0.85694 1.58445 -1.02409 0.249
C 0.76566 0.09917 -0.42192 0.160
H -1.67444 -1.02943 -1.15198 0.348
C -0.49680 -0.09449 0.39022 0.302
H -1.51354 -1.99402 0.26999 0.344
S 3.48546 -0.36737 -0.11845 -0.261
H 0.12759 2.05741 0.38388 0.244
C -0.15397 1.21264 -0.24304 -0.719
H 0.91834 -0.50219 -1.35159 0.366
C -1.62183 -0.94272 -0.07517 -1.517
```

---

Q: Which of them is the least stable? A: run two.

---

Run one
Here is C3H8I2N2 as an isolated structure from OMol25. Energies are from the ωB97M-V functional and the def2-TZVPD basis.

Output
- E_LUMO (spin up / spin down): -1.059 / -1.058 eV
- Orbital gap (spin up / spin down): 7.219 / 7.220 eV

XYZ file:
```
15
Properties=species:S:1:pos:R:3:mulliken_charge:R:1
N -0.63102 1.11142 -0.05667 -0.660
H 2.12880 -1.67606 0.95152 0.306
C 1.14034 -0.63095 -0.40605 -0.307
I -2.30940 -0.45587 -0.33934 0.554
H 1.38753 1.42532 -0.27493 0.284
C 0.54139 0.70628 -0.71751 -0.508
H 0.36702 0.84528 -1.80527 0.332
C 1.57648 -0.71511 1.09309 -1.090
H 0.34811 -1.35144 -0.61959 0.245
H 2.03544 -0.81802 -0.96788 0.303
H 2.45630 0.07257 1.28165 0.248
I -5.38203 1.05640 -1.15311 0.056
H -0.46604 1.06819 1.03199 0.342
N -4.07728 0.00629 0.10607 -0.511
H 0.88436 -0.64431 1.87603 0.407
```

---

Run two
Here is C3H8I2N2 as an isolated structure from OMol25. Energies are from the ωB97M-V functional and the def2-TZVPD basis.

Output
- E_LUMO: -0.998 eV
- Orbital gap: 7.888 eV

XYZ file:
```
15
Properties=species:S:1:pos:R:3:mulliken_charge:R:1
H 0.92828 0.91238 -1.85128 0.341
C 0.58161 0.09723 0.11450 -0.464
H -0.69161 -1.64903 0.32435 0.315
N -1.58004 0.02128 1.26705 -0.323
I -3.89364 1.65819 0.22102 0.193
H 1.54665 -0.41141 0.16071 0.316
H 0.09559 -0.64475 -1.85643 0.291
H -0.77543 0.81862 -1.39175 0.280
H 0.01930 -1.07280 1.83596 0.387
C -0.43460 -0.73943 0.89297 -0.406
I -3.72819 -1.78115 -0.21657 0.174
H 0.67940 1.06274 0.61230 0.279
N -2.76244 0.02055 -0.15024 -0.574
C 0.18272 0.30955 -1.33955 -1.092
H -2.13088 -0.47234 1.96454 0.284
```

---

Q: Which of them is the least stable? A: run one.

---

Run one
Here is a 9-piece molecular cluster, C15H48N4O9 overall from OMol25. Energies are from the ωB97M-V functional and the def2-TZVPD basis.

Output
- E_LUMO: 0.063 eV
- Orbital gap: 8.698 eV
- Structure (SMILES): NC(N)=O.NC(N)=O.CCO.CCO.CCO.CCO.CCO.CCO.CO

XYZ file:
```
76
Properties=species:S:1:pos:R:3:mulliken_charge:R:1
H -2.32516 -4.01656 4.09040 0.351
C 2.78820 2.51825 1.37853 0.193
O -0.35941 1.38063 1.14333 -0.787
H 3.19107 -0.88610 2.94601 0.171
H 3.87589 1.21004 -2.93368 0.331
H -0.52282 2.89299 -2.75450 -0.146
H 1.74113 -1.62204 2.46345 0.009
H 2.09297 0.42761 4.84635 0.471
H 1.07640 -2.49638 -2.32552 0.127
H 2.00652 2.44484 2.17451 0.104
O 3.85223 3.31007 1.70910 -0.592
H 3.81433 0.72969 2.04528 0.291
H -2.55829 -3.11698 2.24068 0.303
H -1.83357 0.27331 -0.48669 0.764
O -2.38453 -2.42256 2.86427 -0.582
H 2.78416 -2.26741 -1.85715 0.320
C 3.30589 1.14634 1.15369 -0.586
N -0.66961 -0.68978 2.08180 0.249
H -1.64292 1.51647 -4.72445 0.286
H -2.04369 -1.20256 0.20470 -0.131
H -1.10430 2.97163 -0.51169 0.271
H 3.50309 0.18573 -1.39404 0.254
H 0.25551 -1.03512 5.27660 0.301
H -6.05795 -2.06134 0.25218 0.374
C 3.14866 0.57197 -2.33089 -1.535
H 1.94768 -3.64928 -1.31516 0.434
H 2.98777 -0.27753 -2.93626 0.428
C 1.81144 1.28457 -2.19515 0.726
C 2.30310 -1.29448 3.36535 -0.592
H -1.32679 -1.43727 2.40620 0.489
H -1.97944 -2.48299 4.80003 0.214
H 1.04156 4.82363 -2.50251 0.283
H -2.72061 -3.20692 -1.74729 0.270
C -2.60967 -2.95857 4.13296 -0.801
H -3.59553 -2.87712 4.47089 0.288
O -2.98433 -2.77951 -0.89750 -0.570
H 0.00878 -1.72493 0.85778 0.401
C -0.80296 3.78085 -2.25865 0.227
H 2.41536 0.46583 0.85915 -0.006
H 2.70469 -2.03419 3.97559 0.497
H -1.05202 -0.96827 -1.56101 -0.149
O -0.46300 3.59794 -0.88921 -0.558
H 1.23929 1.30877 -3.07352 0.506
H -4.05462 -1.08474 -1.21052 0.145
H -0.00447 -0.33989 2.84776 -0.117
C 1.55090 -0.09907 4.06185 -0.664
H 2.26700 -1.55570 0.23993 0.402
H 4.06716 1.19695 0.33728 0.392
O -2.42171 1.12992 -2.18724 -0.748
C -0.95457 0.12804 1.19335 -0.096
C -0.01550 4.94146 -2.68056 -1.343
H 1.27090 2.91316 -1.66917 0.253
H 4.15724 3.77106 1.00980 0.352
C -4.21172 -2.10389 -1.04987 -0.094
C 1.78444 -2.61766 -1.53617 -1.451
O 2.06387 2.61518 -1.93537 -0.657
H -0.59809 -1.55169 -3.15851 0.223
O 0.50441 -2.46339 0.43028 -0.694
N -0.95139 -0.73131 -2.55760 0.177
H 2.33069 2.87521 0.42332 -0.031
H -1.86877 4.01245 -2.52485 0.395
N -1.61047 -0.35432 0.19484 -0.091
C 1.42242 -1.78342 -0.41190 1.881
H 1.41356 0.69782 3.34407 0.143
N -1.43718 0.61629 -4.32805 -0.340
H -4.66152 -2.53405 -1.92762 0.591
C -1.60496 0.33196 -3.01915 0.547
H -0.06515 4.99551 -3.74296 0.409
H -5.13608 -3.44244 0.17935 0.328
H 1.18168 1.00542 -1.34428 -0.477
O 0.25007 -0.43067 4.51947 -0.583
H -4.54565 -2.14358 1.12808 0.238
C -5.02581 -2.38076 0.22951 -1.231
H -0.31603 5.84680 -2.24323 0.384
H -0.86905 -0.02573 -4.95439 0.184
H 1.22926 -0.76817 -0.70143 -1.322
```

---

Run two
Here is a 9-piece molecular cluster, C15H48N4O9 overall from OMol25. Energies are from the ωB97M-V functional and the def2-TZVPD basis.

Output
- E_LUMO: 0.048 eV
- Orbital gap: 9.867 eV
- Structure (SMILES): NC(N)=O.NC(N)=O.CC(C)O.CC(C)O.CC(C)O.CO.CO.CO.CO

XYZ file:
```
76
Properties=species:S:1:pos:R:3:mulliken_charge:R:1
H 27.20574 2.20328 5.47503 0.179
H 34.83170 10.88842 7.93701 0.310
O 36.70198 5.53637 7.15074 -0.665
C 27.21502 3.27447 5.27361 -0.483
C 35.08807 -0.19702 13.93501 -1.188
C 32.51934 7.16049 3.60228 0.606
C 40.65921 4.57877 14.29723 -0.442
H 29.72462 1.06676 10.18235 0.258
H 32.36120 10.51388 8.95809 0.336
O 36.69108 -2.69202 7.00673 -0.542
C 37.24363 -0.57764 5.88012 -1.133
C 35.46455 -1.65639 13.74997 0.382
H 39.20708 8.57035 1.94510 0.239
C 32.93641 10.58284 9.88140 -1.204
H 33.44994 -2.21563 14.25094 0.354
H 37.44754 -1.03306 4.91105 0.304
N 35.03943 4.80585 8.48968 -0.468
H 35.79597 0.58002 13.64655 0.329
C 35.16288 11.23051 8.91753 -1.306
N 37.06861 4.24797 8.95907 -0.433
H 34.63257 -0.18694 6.20586 0.350
H 35.40866 -1.84601 12.67805 0.260
H 33.59809 13.47287 10.07423 0.338
H 28.55468 4.46922 5.71268 0.341
C 28.66949 0.97411 10.43967 -0.534
N 33.68575 7.62077 3.44808 -0.355
H 26.13784 3.43968 5.25166 0.200
H 33.30936 9.57843 10.08175 0.329
H 41.15017 4.38500 15.25092 0.247
N 31.71467 7.71252 2.67905 -0.353
O 32.12021 6.69558 4.66800 -0.660
C 34.07483 11.65904 9.83275 0.483
H 40.74568 9.39662 2.17094 0.234
H 38.05726 4.30031 8.75927 0.247
H 28.63189 0.72331 11.49975 0.213
H 34.14060 -1.43637 7.16933 0.339
H 34.55673 -2.34124 15.51979 0.349
H 40.31509 5.61296 14.30814 0.196
C 34.45069 -2.59128 14.46417 -1.235
H 34.64824 -1.83740 5.53723 0.327
C 39.95926 8.84397 2.68499 -0.545
H 34.79079 4.02383 9.07850 0.213
H 34.34969 7.30993 4.14283 0.232
H 38.16379 -0.57197 6.46440 0.307
H 36.76518 4.22512 9.92215 0.232
C 36.31744 -1.26876 6.91602 0.440
O 27.90414 3.97688 6.21863 -0.484
H 37.40845 -2.66878 7.64426 0.317
O 36.78482 -1.92412 14.05601 -0.531
H 35.63152 10.34175 9.34008 0.359
H 34.66414 -3.65466 14.35576 0.326
O 33.68183 12.85276 9.34619 -0.542
H 42.30755 4.06430 13.29273 0.289
H 33.91659 8.05347 2.56514 0.160
O 41.59266 4.69843 13.20109 -0.503
H 34.20239 0.08973 13.36804 0.347
H 28.27884 0.15949 9.82984 0.238
H 39.43139 9.55278 3.32299 0.230
C 36.33466 4.91385 8.16098 0.635
H 27.67707 3.62712 4.35153 0.250
H 30.84108 7.28136 2.41248 0.228
H 34.44332 11.71975 10.85677 0.294
H 39.96989 3.74681 14.15302 0.213
H 36.95746 0.47217 5.81599 0.320
H 32.33601 10.95778 10.71027 0.285
H 34.44967 5.14070 7.74125 0.243
H 35.92742 11.99955 8.80726 0.317
O 40.47715 7.88081 3.56722 -0.481
H 36.79320 -2.02616 15.01053 0.348
H 32.28472 8.28118 2.06933 0.144
H 28.16386 2.49394 9.51553 0.300
C 34.89079 -1.22667 6.40687 -1.289
H 36.51447 -0.70391 7.82720 0.257
H 39.85105 7.88354 4.29494 0.323
O 27.78414 2.08785 10.29815 -0.478
H 34.91316 -0.06918 15.00325 0.260
```

---

Q: Which of them is the least stable? A: run one.